Record 1
24
Properties=species:S:1:pos:R:3:lowdin_charge:R:1 method="wB97M-V/def2-TZVPD" homo_energy_ev=-13.7 e_tot_ha=-442.21998 relative_energy_ev=1.214 charge=+1 lumo_energy_ev=-2.76 orbital_gap_ha=0.4020
C 1.0249 -1.7870 2.3856 -0.1086
C 1.6454 -0.7460 1.4160 -0.2201
C 1.0182 -0.9077 0.0717 -0.0846
C 0.7893 0.1080 -0.7436 -0.0732
N -0.1133 -0.1655 -1.8820 0.1570
H 1.3741 -2.7685 2.1011 0.0692
H -0.0547 -1.6938 2.4820 0.0769
H 1.4070 -1.6670 3.4018 0.0776
H 2.7023 -1.0230 1.3702 0.1206
H 1.4742 0.1552 2.0089 0.1128
H 0.6686 -1.8900 -0.2231 0.1108
H 1.0277 1.1652 -0.5638 0.1272
H 0.3544 -0.1685 -2.7862 0.1703
H -0.8212 -0.8697 -1.6161 0.1028
H -0.7595 0.6528 -2.0403 0.1149
H -1.3807 -3.2213 -0.8232 0.0800
H -2.6502 -2.4480 -0.9302 0.0766
O -1.6953 -2.3208 -1.0032 -0.0409
H -0.9138 2.9151 -1.3058 0.0610
H -2.4182 2.5118 -1.4163 0.0795
O -1.5123 2.2087 -1.5704 -0.0389
H 0.6744 3.5098 1.9285 0.0408
H -0.8980 3.1558 1.7735 0.0465
O 0.0055 3.0037 1.4694 -0.0582

Record 2
28
Properties=species:S:1:pos:R:3:lowdin_charge:R:1 method="wB97M-V/def2-TZVPD" homo_energy_ev=-6.1 e_tot_ha=-743.53293 relative_energy_ev=0.636 charge=-1 lumo_energy_ev=3.34 orbital_gap_ha=0.3452
C 1.3216 -0.8185 -2.0329 -0.2646
C 0.4576 -1.8730 -1.4183 -0.1935
C -1.0008 -1.7363 -1.7750 -0.2395
O -1.8310 -1.2690 -0.7101 -0.1003
N 0.9070 0.5924 -2.0536 0.0338
C 0.3723 1.0235 -0.7652 -0.7184
O -0.4804 1.9516 -0.8019 -0.0389
O 0.7008 0.3436 0.2115 -0.0357
H 1.7324 -1.0181 -3.0258 0.1027
H 2.3366 -0.6991 -1.5699 0.1189
H 0.5399 -1.8996 -0.3111 0.1215
H 0.9021 -2.8316 -1.7880 0.1153
H -1.2547 -0.8621 -2.4394 0.1297
H -1.4150 -2.7464 -2.0110 0.1240
H -1.4445 -0.4313 -0.4348 0.0579
H 0.1758 0.6701 -2.7568 0.0957
H -1.7462 -0.9614 2.7535 -0.0289
H -2.3984 -1.3531 1.3228 -0.0177
O -2.4581 -1.3989 2.2728 -0.0807
H 0.4690 -0.0504 3.1999 0.0454
H -0.5725 0.6740 2.4583 0.0452
O -0.4727 0.1332 3.2734 -0.0622
H 0.0449 3.3673 1.6178 -0.0061
H -0.8409 2.6643 0.5135 -0.0280
O -0.8528 3.0951 1.4256 -0.1236
H 2.8250 2.2500 1.2652 0.0222
H 1.7497 1.2009 1.6151 0.0019
O 2.2331 1.9831 1.9642 -0.0761

Record 3
23
Properties=species:S:1:pos:R:3:lowdin_charge:R:1 method="wB97M-V/def2-TZVPD" homo_energy_ev="0.7 / -6.9" e_tot_ha=-387.60356 spin_multiplicity=2 relative_energy_ev=2.289 charge=-1 lumo_energy_ev="3.46 / 3.35" orbital_gap_ha="0.1000 / 0.3783"
C -2.4298 0.0077 -1.9195 -0.1797
C -2.1284 -0.6968 -0.6460 -0.3207
C -1.1827 0.1924 0.2806 -0.3005
C -0.9533 -0.4200 1.6283 -0.1750
H -3.0429 0.7777 -1.8334 -0.0111
H -3.1319 -0.8355 -2.5481 0.1329
H -1.4819 0.3419 -2.4414 0.0752
H -1.7171 -1.7144 -1.0447 0.1183
H -2.8787 -0.9699 -0.0185 0.0492
H -1.4109 1.2172 0.2668 0.0843
H -0.2167 0.0696 -0.4124 0.1065
H -0.2346 0.2006 2.1936 0.0470
H -0.4935 -1.4201 1.3731 0.0819
H -1.8859 -0.4490 2.3341 0.1015
H 2.4160 -1.0563 0.5334 0.0106
H 0.9303 -0.7359 0.3101 -0.0555
O 1.7093 -0.4337 0.7708 -0.2087
H 2.2317 -0.7570 -2.4793 -0.0688
H 3.2236 -1.7591 -1.9622 -0.0704
O 2.4271 -1.3184 -1.7240 -0.3390
H 1.1405 2.3562 2.4558 -0.0013
H 1.5573 2.0154 1.1856 -0.0301
O 1.5086 2.7794 1.7065 -0.0465

Record 4
23
Properties=species:S:1:pos:R:3:lowdin_charge:R:1 method="wB97M-V/def2-TZVPD" homo_energy_ev=-10.7 e_tot_ha=-387.68596 relative_energy_ev=1.002 lumo_energy_ev=0.68 smiles=CCCC.O.O.O orbital_gap_ha=0.4179
C 0.3423 -1.2330 -0.2610 -0.1294
C 0.0885 2.4542 0.9535 -0.1260
C -0.3817 1.0446 0.6536 -0.2729
C 0.7771 0.0032 0.4994 -0.2648
H 1.0548 -2.0542 -0.2609 0.0680
H -0.5880 -1.6652 0.1389 0.0753
H 0.0294 -1.0285 -1.2830 0.0572
H 0.8265 2.5300 1.7622 0.0687
H 0.3938 2.9956 0.0644 0.0673
H -0.6781 3.0660 1.4473 0.0645
H -1.1388 0.6966 1.3673 0.1041
H -0.9229 0.9302 -0.2947 0.0924
H 1.1320 -0.3434 1.4656 0.0794
H 1.5459 0.5752 -0.0222 0.1038
H 2.5065 -2.6200 -4.5348 0.0457
H 1.4473 -1.4405 -4.1092 0.0324
O 2.0071 -2.1748 -3.8212 -0.0804
H -4.2684 -1.3468 -2.7635 0.0306
H -3.9048 -0.1202 -2.0494 0.0226
O -4.4598 -0.8912 -1.9398 -0.0547
H 1.1810 0.9441 4.3018 0.0179
H 1.5259 -0.4428 4.7331 0.0406
O 1.4844 0.1211 3.9526 -0.0420

Record 5
23
Properties=species:S:1:pos:R:3:lowdin_charge:R:1 method="wB97M-V/def2-TZVPD" homo_energy_ev=-10.5 e_tot_ha=-387.67710 relative_energy_ev=1.243 lumo_energy_ev=0.46 smiles=CCCC.O.O.O orbital_gap_ha=0.4025
C -0.9869 1.1941 2.2731 -0.1369
C -0.4631 0.0716 1.4043 -0.3055
C -1.4128 -0.2937 0.2998 -0.2748
C -1.2330 0.6464 -0.8905 -0.1255
H -1.9275 0.9396 2.7460 0.0620
H -1.1506 2.1207 1.6742 0.0701
H -0.3575 1.6476 3.0954 0.0834
H -0.2476 -0.7838 2.0818 0.1090
H 0.5388 0.3458 1.0086 0.1123
H -2.4000 -0.4633 0.6724 0.0977
H -1.0663 -1.2712 -0.1061 0.1091
H -0.1993 0.8909 -1.1973 0.0809
H -1.6455 1.6039 -0.5679 0.0605
H -1.5513 0.3764 -1.9089 0.0426
H -0.6327 -1.5614 -4.3445 0.0550
H -1.9593 -1.3567 -3.5570 0.0358
O -1.0011 -1.3490 -3.4557 -0.0754
H 1.5042 -5.7382 -3.3865 0.0292
H 2.2547 -4.4478 -3.1136 0.0281
O 2.1445 -5.3445 -2.7879 -0.0576
H 4.1227 3.9956 2.5978 0.0271
H 3.7609 4.8151 3.9344 0.0280
O 3.9086 3.9618 3.5283 -0.0553

Record 6
23
Properties=species:S:1:pos:R:3:lowdin_charge:R:1 method="wB97M-V/def2-TZVPD" homo_energy_ev=-10.6 e_tot_ha=-387.69618 relative_energy_ev=0.724 lumo_energy_ev=0.53 smiles=CCCC.O.O.O orbital_gap_ha=0.4101
C -0.0364 -1.5882 1.1659 -0.1076
C -1.0264 -1.8580 0.0123 -0.2566
C -0.8271 -0.8894 -1.1510 -0.2456
C -1.8276 0.2950 -1.1153 -0.1253
H 0.9111 -1.2126 0.7825 0.0518
H 0.1650 -2.4782 1.7643 0.0694
H -0.4561 -0.8656 1.8673 0.0700
H -2.0325 -1.7510 0.4181 0.0956
H -0.8875 -2.8927 -0.3031 0.1004
H -1.0782 -1.3503 -2.1080 0.1022
H 0.1866 -0.4998 -1.1976 0.0860
H -2.1344 0.5964 -2.1157 0.0719
H -1.6839 1.1190 -0.4259 0.0614
H -2.7739 -0.1775 -0.8248 0.0713
H 2.0768 0.3014 2.7314 0.0189
H 3.1777 0.4728 1.8371 -0.0168
O 3.0446 0.2904 2.7677 -0.0748
H 2.6537 0.8030 -0.5907 0.0538
H 1.5311 1.7635 0.0158 0.0203
O 2.2939 1.2062 0.2016 -0.0486
H -0.5216 3.5989 -0.9219 0.0534
H -0.7376 2.2744 -1.5647 0.0046
O -0.0173 2.8423 -1.2452 -0.0558